The following is a DFT calculation (the ωB97M-V functional and the def2-TZVPD basis) of 4 unconnected molecules or ions with the total composition C20H46N2O4S2 at a distorted geometry.

```
74
Properties=species:S:1:pos:R:3:forces:R:3
C -0.379 4.837 -0.058 0.9 -2.7 2.9
H 1.651 5.702 2.108 -0.5 0.6 0.2
C -0.264 3.554 0.924 -0.5 1.6 -2.6
H 3.046 -1.876 0.925 0.4 -0.1 0.7
H 5.348 -4.296 -3.034 0.2 0.3 0.7
H -1.252 3.604 1.383 0.3 -0.8 0.6
H -6.193 0.315 1.752 0.0 -0.1 -0.2
C 1.258 -3.084 1.078 -1.6 3.1 0.1
H 0.782 -3.431 3.791 0.1 0.4 -0.3
H 2.176 -1.399 2.485 0.4 -0.9 0.3
C 2.138 5.173 0.095 -0.5 1.2 0.6
H -0.652 -4.350 3.840 -0.2 -0.7 -1.5
H 7.139 -6.170 -1.862 0.5 -0.8 0.1
C -0.774 -2.496 2.540 1.9 0.3 0.1
H -1.823 -2.221 2.645 -0.2 -0.6 -0.8
N -0.268 -2.949 1.206 0.3 -0.4 1.3
O 7.450 -6.013 -5.274 -2.2 0.4 1.3
H -8.060 0.963 3.532 0.8 0.4 0.7
H 8.113 -3.225 -4.014 -0.1 0.1 -0.2
H -0.664 -3.125 4.697 0.0 1.6 0.1
O -6.854 2.307 -0.331 -1.1 -1.9 0.6
H -9.868 2.563 0.157 0.6 0.4 0.0
H -0.497 -5.128 0.881 1.1 0.0 0.0
O 5.545 -6.768 -3.677 0.4 1.1 -1.1
C -7.276 0.436 1.719 0.8 0.7 -2.1
N 0.901 5.054 -0.748 0.0 0.7 0.7
H 9.137 -4.089 -2.237 0.0 -0.1 0.5
H -1.905 -3.203 -1.059 0.2 0.6 0.6
C 7.400 -3.303 -3.193 -0.5 -2.6 -1.0
H -0.437 6.831 -3.259 0.0 0.3 0.0
H -7.717 -0.560 1.733 -0.4 0.3 0.1
H 7.207 -2.274 -2.892 -0.3 -0.4 0.5
H -0.806 5.575 0.622 0.7 1.2 -0.2
C 8.075 -4.321 -2.161 0.0 0.7 -1.7
H 0.272 5.292 -3.403 -0.2 -0.4 0.3
H -6.784 2.092 2.825 -0.7 0.5 0.5
H -1.237 4.585 -0.681 0.6 0.0 -0.6
H 5.517 -3.610 -4.532 0.7 -0.1 -0.6
C 0.669 6.250 -1.522 0.4 0.2 -1.2
H -1.833 -4.354 1.326 -0.7 0.7 -0.5
H 8.732 -6.431 -2.725 -0.4 0.1 -0.4
H -10.024 1.016 0.852 0.4 -0.4 -0.1
H -0.270 -1.554 2.759 0.0 0.4 -0.5
H -0.345 -3.843 -1.457 0.7 0.5 0.8
C 2.101 -1.734 1.451 -1.0 -0.9 -0.8
O -8.184 0.132 -0.809 1.0 0.4 -0.5
C -0.250 5.924 -2.684 -0.4 1.0 -0.8
H 7.699 -4.100 -1.162 0.1 -0.4 0.0
H -1.247 5.552 -2.452 0.3 -0.3 0.1
H 0.355 7.091 -0.904 -0.6 0.1 0.1
H 1.571 7.137 0.954 -0.2 -0.2 0.3
H -9.881 2.166 2.798 0.5 -0.3 0.6
H -1.647 -4.778 -1.335 -0.2 -1.0 0.7
C -8.963 2.277 2.221 0.4 1.3 -0.8
C 7.835 -5.819 -2.623 -2.2 1.8 0.7
H 1.768 -0.795 1.008 -0.9 -0.3 -0.6
S 6.591 -5.832 -4.077 4.0 -0.3 0.6
C -0.298 -3.330 3.691 -0.1 -2.0 1.9
H -8.608 3.297 2.369 -0.8 0.5 -0.7
H 3.091 6.494 1.562 0.1 0.0 -0.1
H 2.446 4.222 0.531 -0.3 -0.1 -0.3
C 6.129 -4.082 -3.764 -0.3 0.2 0.6
C -1.183 -3.968 -0.772 -1.5 -0.5 -2.2
S -7.740 1.197 0.064 -1.5 0.5 0.9
H 1.550 6.638 -2.034 0.6 -0.3 0.3
H 1.680 -3.960 1.571 0.0 0.0 0.0
H -0.184 2.792 0.149 -0.1 -0.7 0.7
H 1.322 -3.119 -0.010 0.6 -0.6 0.1
C -7.702 1.525 2.670 -0.9 -2.3 1.0
C 2.082 6.222 1.253 0.0 -1.1 -0.2
C -9.335 1.859 0.797 0.9 0.0 -0.1
C -0.965 -4.160 0.697 0.6 0.5 0.4
H 2.982 5.543 -0.487 -0.3 -0.5 -0.8
H 0.611 3.539 1.573 -0.4 0.2 0.2
```
Forces are in eV/Å.

## Properties
- relative energy (zero: lowest compared OMol25 entry of this formula, charge and spin) (kcal/mol) = 101.44
- HOMO (eV) = -8.40
- maximum force (eV Å⁻¹) = 4.0
- SMILES = O=S1(=O)CCCC1.O=S1(=O)CCCC1.CCN(CC)CC.CCN(CC)CC
- net charge = 0
- DFT total energy (Ha) = -1996.24822
- spin multiplicity = 1

The following is a DFT calculation (the ωB97M-V functional and the def2-TZVPD basis) of 10 unconnected molecules or ions with the total composition C68H75F3O4 at a distorted geometry.

```
150
Properties=species:S:1:pos:R:3:forces:R:3
H 7.530 2.029 -0.014 0.1 -0.3 0.1
C -0.888 4.165 -1.379 0.2 -0.2 -0.1
C 5.801 4.671 -1.231 0.0 0.0 -0.3
F 1.088 2.254 -0.876 0.1 0.1 0.1
H -7.731 -3.861 5.008 0.0 0.0 0.0
C -1.780 0.371 1.579 0.0 0.0 -0.1
H -2.561 -6.940 -2.979 0.0 0.0 0.0
H 6.441 0.645 0.318 0.1 0.0 0.0
C 1.684 3.368 -0.423 -0.1 -0.3 -0.2
H -5.285 -3.863 5.372 0.0 0.0 0.0
C 7.047 4.087 -1.919 -0.1 -0.1 0.4
C -4.033 4.248 0.368 0.0 0.1 0.0
C -1.843 0.297 3.981 0.0 0.0 0.0
H -7.551 0.251 3.830 0.0 0.0 0.0
H -4.972 -10.454 -3.376 0.0 0.0 0.0
C 8.267 3.861 -6.521 0.0 0.0 0.0
C -2.905 -6.076 5.903 0.0 0.0 0.0
C -7.263 -0.364 -1.667 0.0 0.0 0.0
C -3.919 4.491 2.758 0.0 0.0 0.0
C 3.749 -1.845 -0.117 0.0 0.0 0.0
H 3.397 -0.948 -0.612 0.0 0.0 0.0
O 3.216 5.119 -4.383 0.3 0.0 -0.2
H -5.750 2.497 -0.676 0.0 0.0 0.0
H -0.993 -10.754 -1.832 0.0 0.0 0.0
C -3.935 -8.640 6.176 0.0 0.0 0.0
H -6.366 -1.864 -2.910 0.0 0.0 0.0
C 5.468 -3.491 0.230 0.0 0.0 0.0
H -0.687 -2.068 1.580 0.0 0.0 0.0
H -2.219 -0.144 4.896 0.0 0.0 0.0
C 6.405 5.384 -6.480 0.0 0.0 0.0
C -1.723 -5.268 1.204 0.0 0.0 0.0
C -1.573 -4.011 1.773 0.0 0.0 0.0
H -3.597 3.900 -0.559 0.0 -0.1 0.0
C -5.051 -1.804 4.819 0.0 0.0 0.0
C -2.998 -10.756 -2.593 0.0 0.0 0.0
H 7.870 4.093 -1.200 0.1 0.1 -0.1
C -3.881 -8.613 -3.233 0.0 0.0 0.0
C 1.674 4.425 -1.524 1.0 0.1 -0.4
O -1.511 3.151 -1.533 -0.2 0.1 0.0
C -2.684 -8.011 -2.869 0.0 0.0 0.0
C 6.033 1.703 -1.570 0.5 0.0 0.7
H -4.336 -9.639 6.283 0.0 0.0 0.0
H -4.231 -0.643 -3.149 0.0 0.0 0.0
C -0.883 1.426 1.636 0.1 0.0 0.2
H 6.507 6.682 -1.486 -0.1 0.1 0.0
H -2.503 -5.076 5.797 0.0 0.0 0.0
H -2.053 -3.782 2.717 0.0 0.0 0.0
C -0.197 -3.334 -0.079 -0.1 -0.1 0.0
H -2.957 -1.024 2.705 0.0 0.0 0.0
H 0.160 5.505 -2.652 0.2 0.1 0.0
C 8.444 5.999 -7.603 0.0 0.0 0.0
H -3.132 -8.584 8.165 0.0 0.0 0.0
C 2.878 5.126 -3.252 0.1 0.0 0.2
C -1.647 -8.782 -2.363 0.0 0.0 0.0
C -5.033 -0.221 -2.557 0.0 0.0 0.0
C -5.785 -2.961 5.039 0.0 0.0 0.0
H 4.934 4.113 -1.577 -0.1 -0.1 0.1
C 7.147 6.302 -7.213 0.0 0.0 0.0
H 5.893 2.302 0.519 0.0 0.0 0.1
H -3.397 4.330 3.692 0.0 0.0 0.0
C 0.315 4.500 -2.254 -0.4 -0.2 0.4
H 6.396 3.445 -5.560 0.0 0.0 0.0
H 4.984 1.997 -1.587 -0.1 -0.2 -0.1
C -3.360 4.048 1.566 0.0 0.1 0.0
H 0.317 3.801 -3.088 0.0 -0.1 0.1
C -0.943 1.353 4.041 0.0 0.0 0.0
C 5.019 -2.336 -0.394 0.0 0.0 0.0
H -7.894 1.287 -0.450 0.0 0.0 0.0
H -4.691 -8.012 -3.626 0.0 0.0 0.0
C -1.108 -5.558 -0.006 0.0 0.0 0.0
F 2.897 3.008 -0.010 -0.1 0.2 0.0
H -0.615 1.733 5.000 0.0 0.0 0.0
H -8.862 -1.805 4.235 0.0 0.0 0.0
H -3.980 -1.805 4.984 0.0 0.0 0.0
C 2.934 -2.508 0.790 0.1 0.1 0.0
C -5.267 4.885 0.363 0.0 0.1 0.0
H -5.796 5.031 -0.571 0.0 0.0 0.0
H 1.949 -2.125 1.010 0.0 0.0 0.1
H 5.658 -1.818 -1.099 0.0 0.0 0.0
C 6.511 1.647 -0.098 -0.3 0.5 -0.3
H 7.326 4.744 -2.745 0.1 -0.1 -0.1
C 5.554 6.149 -1.543 0.1 -0.1 0.3
C -4.038 -9.985 -3.094 0.0 0.0 0.0
H -1.224 -6.539 -0.448 0.0 0.0 0.0
C 6.857 2.655 -2.443 -0.3 0.1 -0.4
H 2.896 6.476 0.702 0.0 -0.1 0.0
H 5.000 -5.056 1.621 0.0 0.0 0.0
H 0.127 -4.815 -1.597 0.0 0.0 0.0
H 6.457 -3.875 0.011 0.0 0.0 0.0
H -0.714 -8.313 -2.076 0.0 0.0 0.0
C -2.259 -0.196 2.751 0.0 0.0 0.1
H -0.510 1.878 0.733 -0.1 -0.1 -0.1
H -3.922 1.538 -2.026 0.0 0.0 0.0
H 5.865 4.508 -0.153 0.0 0.1 0.0
C -0.807 -3.046 1.134 0.0 0.0 0.0
O 2.681 4.015 -2.482 -0.8 0.1 -0.2
C 9.004 4.777 -7.258 0.0 0.0 0.0
C -7.091 0.863 -1.040 0.0 0.0 0.0
C -7.157 -2.960 4.833 0.0 0.0 0.0
H 2.745 -4.175 2.124 0.0 0.0 0.0
H 1.393 6.452 -0.851 0.0 0.2 -0.5
C -6.233 -0.906 -2.424 0.0 0.0 0.0
C -1.803 -10.154 -2.226 0.0 0.0 0.0
C -0.463 1.917 2.866 0.0 0.0 0.0
H -8.198 -0.899 -1.563 0.0 0.0 0.0
H -4.623 -8.413 4.157 0.0 0.0 0.0
C -7.056 -0.649 4.173 0.0 0.0 0.0
H 3.715 5.030 0.201 -0.1 -0.2 -0.1
C 4.650 -4.154 1.135 0.0 0.0 0.0
H 4.179 7.735 -1.080 0.1 0.1 0.1
C 6.969 4.163 -6.133 0.0 0.0 0.0
C -5.825 5.331 1.554 0.0 0.0 0.0
H -6.787 5.827 1.549 0.0 0.0 0.0
C -5.890 1.546 -1.169 0.0 0.0 0.0
C -5.685 -0.648 4.386 0.0 0.0 0.0
C -3.257 -8.047 7.233 0.0 0.0 0.0
H 6.711 7.256 -7.481 0.0 0.0 0.0
H -2.102 -0.015 0.619 0.0 0.0 0.0
C -0.348 -4.591 -0.650 0.0 0.0 0.0
C -2.740 -6.767 7.096 0.0 0.0 0.0
C -4.097 -7.951 4.982 0.0 0.0 0.0
H -2.319 -6.021 1.703 0.0 0.0 0.0
H 0.236 2.743 2.905 0.0 0.0 0.0
C -7.792 -1.804 4.399 0.0 0.0 0.0
C 2.217 5.832 -1.203 -0.2 0.0 1.0
H -1.160 4.869 -0.574 0.0 0.2 0.0
O 2.608 6.233 -2.521 -0.1 -0.1 0.0
C 3.384 -3.660 1.418 0.0 0.0 0.0
C -3.584 -6.668 4.847 0.0 0.0 0.0
H -2.207 -6.307 7.919 0.0 0.0 0.0
H 6.354 2.724 -3.414 0.0 -0.1 0.0
H -3.120 -11.826 -2.488 0.0 0.0 0.0
C 3.347 5.983 -0.161 0.2 0.2 0.2
C 4.554 6.832 -0.589 -0.2 0.1 -0.6
H 8.705 2.909 -6.248 0.0 0.0 0.0
H 9.019 6.715 -8.175 0.0 0.0 0.0
H 5.089 7.171 0.298 -0.1 -0.2 0.2
F 0.980 3.819 0.635 0.2 0.0 0.0
C -5.149 5.136 2.751 0.0 0.0 0.0
H 0.395 -2.581 -0.580 0.0 0.0 0.0
H -3.715 -6.129 3.917 0.0 0.0 0.0
H 6.120 0.693 -1.973 -0.2 0.1 -0.3
H -5.110 0.253 4.212 0.0 0.0 0.0
H -2.403 3.542 1.575 -0.1 0.0 0.0
H -5.583 5.483 3.680 0.0 0.0 0.0
H 7.829 2.201 -2.653 0.1 0.1 0.1
H 5.211 6.241 -2.575 0.1 0.0 -0.1
H 10.015 4.539 -7.564 0.0 0.0 0.0
C -4.861 1.005 -1.928 0.0 0.0 0.0
H 5.393 5.622 -6.177 0.0 0.0 0.0
```
Forces are in eV/Å.

## Properties
- HOMO (eV) = -9.12
- maximum force (eV Å⁻¹) = 1.0
- SMILES = CCCCCCCC[C@H]1OC(=O)O[C@@]1(CC=O)C(F)(F)F.c1ccccc1.c1ccccc1.c1ccccc1.c1ccccc1.c1ccccc1.c1ccccc1.c1ccccc1.c1ccccc1.c1ccccc1
- net charge = 0
- DFT total energy (Ha) = -3236.70136
- spin multiplicity = 1

The following is a DFT calculation (the ωB97M-V functional and the def2-TZVPD basis) of a molecular structure, C37H27F5N9SSeSr at a distorted geometry.

```
81
Properties=species:S:1:pos:R:3:forces:R:3
H 0.302 -2.857 1.620 0.0 0.0 0.0
C -0.773 -0.143 4.526 -0.1 0.0 0.0
H -1.635 5.566 3.800 0.0 0.0 0.0
H 1.122 -0.365 3.423 0.0 0.0 0.0
N 0.051 0.304 -2.606 -0.3 -0.5 0.2
H -0.077 5.337 -5.036 0.0 0.0 0.0
C 2.898 -4.867 1.283 -0.1 -0.1 0.0
C 0.066 -1.095 -2.975 0.3 0.4 0.3
N -2.321 -3.682 -0.073 -0.1 0.0 0.0
C -0.196 4.681 -4.182 0.0 0.0 0.1
H -0.482 -0.878 -5.027 0.0 0.0 0.0
H 2.509 5.455 2.689 0.0 0.0 0.0
H -0.644 -0.468 5.543 0.0 0.0 0.0
H -0.368 -3.321 -5.473 0.0 0.0 0.0
C -0.228 2.494 -3.206 -0.1 -0.5 -0.2
C -0.158 -2.942 -4.481 0.0 0.0 0.0
C -2.877 1.121 1.850 0.3 -0.2 0.1
C 0.486 5.653 3.348 0.0 0.1 0.0
H -3.705 -3.442 -1.712 0.0 0.0 0.0
N -4.198 1.121 2.156 -0.1 0.0 0.0
C 3.460 -6.119 -0.680 0.0 0.0 0.0
H -0.622 6.268 -2.799 0.1 0.0 0.0
H -5.953 1.683 1.042 0.0 0.0 0.0
Sr -0.227 1.207 0.009 0.8 -0.3 -0.9
H -2.821 0.409 4.597 0.0 0.0 0.0
C -1.644 -2.804 0.712 0.0 0.0 -0.1
C -0.218 -1.577 -4.244 -0.1 -0.1 -0.1
N -0.573 0.421 2.372 -0.3 -0.2 0.9
C -3.089 -2.968 -0.968 0.0 -0.1 0.1
C -0.484 5.197 -2.918 0.0 0.0 -0.1
C 0.416 -1.969 -1.957 0.1 -0.1 0.1
C 1.246 3.929 1.839 0.0 -0.2 -0.1
C 0.184 -3.825 -3.459 0.0 0.0 -0.1
C -1.811 0.643 2.746 -0.2 0.0 -0.2
H 3.649 0.885 -0.798 0.0 0.0 0.0
C -0.514 2.944 -1.912 -0.1 0.4 -0.2
C 0.471 -3.336 -2.195 0.0 0.1 0.0
C 2.164 2.138 0.295 0.5 0.0 0.2
H -4.621 0.800 3.007 0.0 0.0 0.0
C 3.087 -6.082 0.647 0.0 0.0 0.0
Se 2.762 -1.969 1.507 0.1 0.0 -0.1
H 0.245 -4.889 -3.656 0.0 0.0 0.0
F 4.002 -4.949 -2.641 0.0 0.0 0.0
C -0.059 3.313 -4.324 0.1 0.1 -0.1
C 3.640 -4.926 -1.350 0.0 0.1 0.0
H 0.214 2.873 -5.278 -0.1 0.0 0.0
C -4.881 1.595 1.055 0.0 0.0 0.1
H -1.982 3.639 2.284 0.0 0.0 0.0
C 0.086 -0.071 3.475 0.0 0.1 -0.3
C -3.928 1.867 0.126 0.3 0.0 0.0
F 3.647 -7.293 -1.305 0.0 -0.1 0.0
F 2.902 -7.238 1.309 0.0 0.0 0.1
C -0.711 -3.242 1.784 0.0 0.0 0.0
C 4.510 2.488 0.317 0.0 0.0 0.0
C -2.847 -1.666 -0.669 0.2 0.1 0.0
C 2.307 3.227 1.117 -0.2 0.1 0.2
C 3.060 -3.636 0.649 -0.1 0.1 0.1
C -0.804 5.137 3.257 0.0 0.0 0.0
C -0.595 4.349 -1.822 -0.1 -0.2 -0.1
F 2.523 -4.932 2.571 0.0 0.1 0.1
N -0.014 3.454 1.735 0.0 0.0 0.0
N -0.145 1.086 -3.541 0.2 0.6 -0.2
H 0.689 6.521 3.964 0.0 0.0 0.0
H -1.040 -2.866 2.754 0.0 0.0 0.0
N -1.985 0.314 4.051 0.0 -0.1 0.2
C 3.475 1.736 -0.150 -0.1 0.1 0.0
C 1.503 5.059 2.638 0.1 0.0 0.0
S 3.977 3.747 1.338 0.0 0.1 0.1
H 0.763 -4.007 -1.395 0.0 0.0 0.0
H -0.657 -4.331 1.833 0.0 0.0 0.0
H -0.760 4.808 -0.848 -0.1 0.0 0.0
H 5.567 2.361 0.129 0.0 0.0 0.0
H -4.040 2.265 -0.869 0.0 0.0 0.0
N -2.682 1.569 0.629 -0.6 0.0 0.4
N -1.938 -1.568 0.369 -0.2 0.1 -0.2
H 0.687 -1.584 -0.978 0.0 0.0 0.0
H -2.228 -4.681 -0.033 0.0 0.0 0.0
F 3.651 -2.617 -1.411 0.0 0.0 0.0
H -3.242 -0.787 -1.155 0.0 0.0 0.0
C 3.446 -3.725 -0.690 0.1 0.0 -0.1
C -0.987 4.052 2.425 0.1 -0.1 -0.2
```
Forces are in eV/Å.

## Properties
- relative energy (zero: lowest compared OMol25 entry of this formula, charge and spin) (kcal/mol) = 19.67
- HOMO (eV) = -4.00
- maximum force (eV Å⁻¹) = 1.2
- net charge = -1
- DFT total energy (Ha) = -5248.67845
- spin multiplicity = 1

Number 1 is which compound? C20H46N2O4S2

Which formula does entry 2 have? C68H75F3O4

spin multiplicity of number 2 (C68H75F3O4)? 1

Number 1 is which compound? C20H46N2O4S2